12
Properties=species:S:1:pos:R:3:forces:R:3 method="wB97M-V/def2-TZVPD" gap_ev=6.1962 relative_energy_kcal_mol=85.6 e_homo_ev=-6.887 lumo_ev=-0.69 total_energy_ev=-18135.233
C -1.49680 -0.60677 -0.46262 1.1 -0.2 -2.0
C -0.03219 -0.48749 -0.34368 -2.9 0.5 0.8
C 0.50703 0.68950 0.51937 0.0 -2.4 0.7
O 0.76336 -1.32403 -0.90379 -0.9 0.9 0.5
O 1.89279 0.52332 0.48246 3.2 2.3 0.6
S -2.32474 0.98559 -0.49237 -0.4 0.9 -0.3
H -1.83032 -1.31682 -1.27868 0.6 0.5 1.1
H -1.78959 -0.88227 0.52065 -0.3 -1.0 1.1
H 0.19568 0.51921 1.59056 -0.5 0.4 -1.2
H 0.06332 1.55298 0.07352 -0.1 0.9 -0.1
H 1.56434 -0.98373 -0.51296 2.5 -0.1 -0.1
H 2.48713 1.33051 0.80754 -2.4 -2.6 -1.1



51
Properties=species:S:1:pos:R:3:forces:R:3 method="wB97M-V/def2-TZVPD" gap_ev=8.8728 relative_energy_kcal_mol=31.0 e_homo_ev=-8.671 lumo_ev=0.20 total_energy_ev=-38976.279 smiles="COC(=O)c1ccc(OC(=O)c2ccc(OCc3c(C)noc3C)c(OC)c2)cc1"
C -9.38320 -0.24966 -3.77984 -0.3 0.0 -0.3
O -8.12389 -0.21300 -3.12696 0.3 0.0 0.3
C -7.04960 -0.21758 -3.93169 -0.1 0.0 -0.3
O -7.13044 -0.24879 -5.13573 0.0 0.0 0.1
C -5.77332 -0.18051 -3.18013 0.2 0.0 0.1
C -4.58082 -0.19885 -3.90240 -0.3 0.0 0.1
C -3.37097 -0.17017 -3.24476 0.2 0.0 0.3
C -3.33984 -0.12094 -1.85234 -0.5 -0.1 -0.2
O -2.08620 -0.04376 -1.28309 0.1 0.2 -0.2
C -1.79924 -0.58818 -0.07742 -0.3 -0.4 0.4
O -2.58039 -1.22916 0.58086 0.2 0.2 -0.2
C -0.40294 -0.32115 0.31483 0.4 0.2 0.0
C 0.45825 0.44901 -0.45222 -0.4 -0.2 0.1
C 1.75885 0.66324 -0.02707 0.3 0.0 0.2
C 2.21418 0.11465 1.16253 -0.2 -0.1 0.1
O 3.45598 0.26279 1.67335 -0.2 -0.1 0.1
C 4.44236 0.93555 0.92112 0.3 0.1 -0.3
C 5.73413 0.86120 1.66523 0.1 -0.4 0.5
C 6.81149 1.79102 1.59748 -0.1 -0.6 0.3
C 6.89260 3.02916 0.78437 0.1 0.0 0.1
N 7.78507 1.40852 2.37870 0.6 1.0 -0.4
O 7.40077 0.25527 2.97576 -0.4 -0.6 0.2
C 6.17290 -0.08624 2.55432 -0.4 0.6 -0.6
C 5.57233 -1.33490 3.08127 0.1 0.0 0.0
C 1.33771 -0.67580 1.94850 0.1 0.1 -0.1
O 1.87790 -1.17904 3.09049 0.1 0.2 -0.3
C 1.05449 -1.96247 3.92284 -0.1 -0.1 0.1
C 0.04506 -0.88053 1.51732 0.0 0.0 0.0
C -4.52325 -0.09028 -1.12384 0.2 0.0 0.2
C -5.73333 -0.12469 -1.79033 0.0 0.0 -0.3
H -9.50202 0.62352 -4.42494 0.0 -0.1 0.1
H -9.46755 -1.15010 -4.39195 0.0 0.1 0.1
H -10.13382 -0.24960 -2.99369 0.0 0.0 0.0
H -4.62789 -0.23935 -4.97986 0.0 0.0 -0.1
H -2.43855 -0.18552 -3.78713 0.1 0.0 -0.1
H 0.11666 0.88320 -1.37758 0.0 0.0 -0.1
H 2.41489 1.26759 -0.63300 0.1 0.0 0.0
H 4.16636 1.99000 0.77465 0.0 -0.1 0.0
H 4.55162 0.46653 -0.07026 -0.2 0.1 0.1
H 7.84638 3.51526 0.96444 0.0 0.1 0.0
H 6.80218 2.79188 -0.27453 0.0 0.1 -0.1
H 6.08573 3.70942 1.05335 0.0 0.1 0.0
H 4.50427 -1.20033 3.22741 0.0 0.0 0.0
H 6.05424 -1.59825 4.01909 0.0 -0.1 0.1
H 5.72345 -2.14876 2.37213 0.0 -0.1 0.0
H 0.19200 -1.39377 4.28278 0.0 0.0 0.0
H 1.67867 -2.24686 4.76832 -0.1 0.0 0.0
H 0.70627 -2.86320 3.40824 0.0 0.0 0.0
H -0.65592 -1.47462 2.08090 0.0 -0.1 0.1
H -4.49797 -0.04753 -0.04745 0.0 0.0 0.0
H -6.65565 -0.10423 -1.23205 0.0 0.0 0.1



121
Properties=species:S:1:pos:R:3:forces:R:3 method="wB97M-V/def2-TZVPD" gap_ev=6.5126 e_homo_ev=-8.142 lumo_ev=-1.63 total_energy_ev=-2575671.438
C -5.26237 -4.75790 -7.36553 0.9 -1.6 1.3
C -4.78905 -5.87882 -6.45957 -1.1 3.3 -2.2
C -3.17365 -6.11628 -6.16944 2.3 -1.1 -2.1
O -2.53143 -6.91055 -7.04204 -3.7 5.1 5.7
O -2.56110 -5.41416 -5.03036 -1.0 -2.6 -2.4
C -1.38712 -6.12664 -4.50164 1.9 -0.7 -0.4
C -0.65389 -5.36132 -3.24471 -0.5 0.0 0.1
C -1.69845 -4.99495 -2.00201 -0.1 -0.3 -0.7
C -0.95029 -4.89504 -0.54298 0.5 -0.1 -0.5
C -1.08566 -3.38542 0.16446 0.8 -1.3 -0.3
C 0.45393 -2.75720 0.10929 -0.7 -0.4 0.9
C 0.52301 -1.14846 0.41373 -1.6 -0.1 -0.9
N 0.49874 -0.79394 1.90970 2.4 4.2 0.6
C -0.77288 -0.15705 2.43238 -8.5 2.5 4.1
O -1.42838 -0.74783 3.47032 4.5 2.1 -5.5
O -1.38189 1.09472 1.92804 4.6 -6.3 1.2
C 1.49796 0.34098 2.21730 -1.5 -3.7 -5.5
N 1.60795 0.97213 3.42915 0.3 1.0 -0.4
N 2.16880 0.52923 0.88052 1.9 2.2 3.2
C 3.39882 1.39854 0.79582 4.6 2.9 -0.9
C 4.66015 1.03115 -0.23985 0.4 2.6 1.5
C 6.00393 2.00209 -0.38841 -2.6 1.8 2.6
C 6.18942 3.39717 0.46795 -3.9 -3.5 0.3
C 4.96530 3.76177 1.53991 -0.2 -5.3 -1.5
C 3.63936 2.79916 1.67826 2.0 -0.6 -1.6
C 1.91095 -0.46837 -0.22632 -2.1 -1.6 1.5
O 2.85272 -1.62664 -0.06837 -0.4 2.5 0.9
C 1.78839 0.09926 -1.79565 0.6 0.6 -4.1
C 2.06333 -0.93472 -3.02049 -0.2 1.5 -0.7
C 2.04143 -0.56980 -4.64005 -1.2 5.2 4.6
C 1.71017 1.05380 -4.87564 0.3 -2.7 3.9
C 1.44311 1.91508 -3.51966 0.5 -1.7 -0.6
N 1.47762 1.52877 -2.08096 1.0 -3.9 -3.7
H -5.28658 -3.63240 -7.02837 1.6 -2.1 -1.2
H -5.63605 -5.00338 -8.47176 -0.6 0.3 3.1
H -5.64172 -6.57395 -6.00058 2.5 1.2 -2.4
H -1.72274 -7.22482 -4.24233 0.6 2.2 -0.2
H -0.58917 -6.20449 -5.37243 -1.8 0.0 2.0
H 0.18339 -6.11226 -2.84526 -1.8 1.6 -1.0
H -0.13283 -4.36445 -3.62709 -1.0 -2.2 0.7
H -2.52786 -5.84713 -2.01578 1.7 1.9 0.2
H -2.20859 -3.95884 -2.25338 0.9 -2.2 0.5
H 0.20334 -5.12115 -0.75115 -2.4 0.5 0.6
H -1.31537 -5.75807 0.16414 0.6 1.8 -1.3
H -1.45867 -3.59781 1.26358 0.7 1.0 -2.2
H -1.83130 -2.73883 -0.46863 1.4 -1.2 1.5
H 1.04554 -3.29369 0.98271 -1.0 0.9 -2.1
H 0.86427 -3.05541 -0.97008 -0.6 1.0 2.5
H -0.51034 -0.73179 0.05762 2.2 -0.2 0.2
H 1.30298 1.98802 3.52059 0.7 -2.0 -0.5
H 1.94206 0.53182 4.32944 -1.0 0.2 -1.9
H 4.65913 0.06090 -0.93223 -0.2 2.4 1.8
H 6.86254 1.73172 -1.15678 -2.2 0.4 1.8
H 7.14440 4.08252 0.31275 -2.6 -1.7 0.5
H 5.08823 4.74610 2.18186 -0.7 -4.2 -0.4
H 2.81930 3.15570 2.46803 2.1 -0.9 -2.1
H 2.91428 -1.72283 0.93955 0.0 0.0 -2.1
H 2.32418 -2.05736 -2.72721 -0.6 2.7 -0.6
H 2.24913 -1.32874 -5.50540 -0.7 2.5 2.2
H 1.66782 1.52766 -5.97057 0.1 -1.1 2.9
H 1.19742 3.06850 -3.71970 0.6 -2.9 0.8
C 10.34696 3.98878 1.92612 0.1 0.2 0.2
Br 9.02973 3.60677 3.30569 0.3 0.1 -0.4
Br 11.81206 2.70920 1.95001 -0.4 0.3 0.0
Br 9.53217 4.12336 0.16472 0.7 0.0 0.3
H 10.77547 4.96988 2.15602 -0.2 -0.5 -0.1
C -5.13795 -9.71004 -4.22086 0.5 -0.2 0.3
Br -5.06109 -11.40986 -5.16370 0.1 0.5 0.3
Br -4.45816 -8.24754 -5.30870 -0.4 -3.0 1.4
Br -6.92301 -9.33857 -3.54259 0.4 0.0 -0.2
H -4.47721 -9.79617 -3.35193 -0.4 0.0 -0.3
C 2.44233 -4.35604 -7.39686 0.2 -0.5 -0.2
Br 2.73284 -3.20020 -5.85937 0.2 -1.8 -0.8
Br 0.92340 -5.54263 -7.13365 0.5 0.5 -0.3
Br 2.28877 -3.33914 -9.04817 0.0 -0.2 0.5
H 3.33021 -4.98965 -7.49290 -0.4 0.3 0.0
C -4.98116 -1.89102 4.26801 0.3 0.1 -0.2
Br -6.24995 -1.03707 5.47017 0.2 -0.2 -0.3
Br -3.69491 -2.98645 5.23239 -0.4 0.3 -0.2
Br -5.87779 -2.89496 2.86349 0.2 0.3 0.4
H -4.41627 -1.09090 3.77838 -0.1 -0.3 0.2
C 3.79905 7.47585 0.96519 0.2 0.6 -0.1
Br 2.48182 7.09384 2.34477 0.4 -0.1 -0.4
Br 5.26415 6.19627 0.98909 -0.3 4.2 -1.8
Br 2.98426 7.61043 -0.79620 0.3 -0.1 0.5
H 4.22757 8.45695 1.19510 -0.3 -0.4 -0.1
C -4.89551 2.03213 0.73234 0.4 -0.1 0.1
Br -5.53256 1.41174 2.46252 0.5 0.4 -0.6
Br -5.70753 1.04527 -0.73434 0.1 0.2 0.4
Br -5.12067 3.95321 0.52442 0.0 -0.5 0.1
H -3.81982 1.83052 0.69658 -0.4 0.1 0.1
C -0.32227 9.44745 4.93097 -0.2 0.0 -0.1
Br 1.02924 10.21889 3.76370 -0.3 -0.1 0.5
Br -0.44198 7.51696 4.72283 0.1 0.5 0.1
Br -0.05262 9.95986 6.78818 0.0 -0.1 -0.4
H -1.28698 9.86287 4.62147 0.4 -0.2 0.2
C -9.96865 1.49433 2.10068 0.0 0.1 0.2
Br -11.26398 0.28628 1.29633 0.3 0.3 0.2
Br -8.64695 0.53746 3.15990 -0.8 0.0 -0.2
Br -9.13565 2.64926 0.77526 -0.2 -0.3 0.3
H -10.52074 2.14327 2.78851 0.2 -0.3 -0.3
C 2.78270 8.55603 9.24969 -0.1 0.2 0.0
Br 4.13422 9.32748 8.08242 -0.3 -0.2 0.3
Br 2.66300 6.62555 9.04155 0.0 0.4 0.0
Br 3.05235 9.06845 11.10690 0.0 -0.2 -0.5
H 1.81800 8.97146 8.94019 0.4 -0.2 0.1
C 2.77262 11.95861 -1.14063 0.3 0.0 -0.1
Br 2.13556 11.33822 0.58955 0.1 0.1 -0.4
Br 1.96059 10.97175 -2.60731 0.1 0.3 0.4
Br 2.54746 13.87969 -1.34856 0.0 -0.5 0.1
H 3.84830 11.75700 -1.17640 -0.5 0.1 0.0
C 4.81301 3.80796 11.00375 -0.2 0.1 0.0
Br 5.28215 4.06011 12.87473 -0.1 -0.1 -0.5
Br 6.15316 4.56371 9.81326 -0.3 -0.2 0.3
Br 4.45072 1.94114 10.59357 0.1 0.4 0.1
H 3.88331 4.35978 10.83001 0.4 -0.2 0.1
C -8.76642 -12.61311 -4.35324 0.1 0.1 0.1
Br -7.92784 -14.36681 -4.27867 -0.2 0.4 -0.1
Br -8.57996 -11.79567 -6.10865 -0.3 -0.3 0.4
Br -10.62336 -12.67359 -3.77653 0.5 0.0 -0.2
H -8.23196 -11.97266 -3.64387 -0.2 -0.3 -0.3



18
Properties=species:S:1:pos:R:3:forces:R:3 method="wB97M-V/def2-TZVPD" gap_ev=8.8557 relative_energy_kcal_mol=44.2 e_homo_ev=-8.362 lumo_ev=0.49 total_energy_ev=-77345.092
C 1.21860 -0.84422 -1.11501 1.9 -0.7 -0.6
C -0.57001 0.84319 -1.89533 0.2 1.2 -0.8
C -0.88530 -0.23441 0.26418 2.2 -1.9 2.6
C 0.18379 0.17501 -0.73454 0.8 3.0 1.0
N 0.29965 0.62384 2.48832 0.4 1.4 2.3
N 0.11358 -0.49227 1.80729 -1.9 -0.1 -4.1
Br -0.69529 -2.00878 2.84782 -0.5 0.1 0.1
H 0.60370 -1.79080 -1.29506 1.5 0.7 0.2
H 1.81735 -0.55066 -2.09770 -1.5 -0.6 1.9
H 2.07655 -0.91456 -0.30144 -2.1 -0.4 -1.5
H -1.42528 1.27622 -1.37353 -0.7 -0.3 -0.9
H -0.80979 0.18205 -2.78696 0.0 0.8 1.3
H -0.11899 1.82229 -2.25770 0.2 -1.5 0.1
H -1.71783 0.51591 0.23705 0.7 -0.9 1.1
H -1.15209 -1.31601 0.28249 -0.4 1.0 -0.6
H 0.71823 1.06048 -0.17831 -0.8 -1.4 -1.0
H -0.44327 1.30397 2.75102 -0.1 -1.1 -0.5
H 0.78638 0.34873 3.35740 0.1 0.7 -0.7